Density functional theory data (ωB97M-V/def2-TZVPD) for a molecular structure, C4HNO3.

Results
Frontier orbital gap in eV: 9.336
Energy above the lowest of the compared OMol25 structures with the same formula, charge and spin in kJ/mol: 329.56

Geometry (Å):
C -0.77 0.98 -1.21
C -0.46 -0.02 0.46
C 0.31 -0.80 1.25
C 0.34 0.18 -0.68
H 0.30 -1.20 2.26
N 1.52 -0.39 -0.63
O -1.16 1.63 -2.12
O -1.57 0.72 0.07
O 1.49 -1.09 0.60

***

Density functional theory data (ωB97M-V/def2-TZVPD) for a gas-phase ion, CH2FO4S (charge -1).

Results
Total charge: -1
Frontier orbital gap (alpha / beta) in eV: 6.878 / 7.494
Energy above the lowest of the compared OMol25 structures with the same formula, charge and spin in kJ/mol: 467.83
Multiplicity: 3

Geometry (Å):
C -0.18 -0.23 0.13
O -2.32 -0.50 -1.49
O -2.06 1.42 -0.01
O -2.56 -0.88 0.82
O 0.24 -1.71 -0.61
F 1.49 -1.99 -0.09
S -1.96 -0.02 -0.19
H 0.46 0.46 -0.26
H 0.20 -0.30 1.08

***

Density functional theory data (ωB97M-V/def2-TZVPD) for C3H4I2O in the gas phase.

Results
Frontier orbital gap in eV: 8.628
Energy above the lowest of the compared OMol25 structures with the same formula, charge and spin in kJ/mol: 108.85
SMILES: O/C(I)=C\CI

Geometry (Å):
O 3.61 -1.71 -0.12
C 2.31 -1.77 0.13
I 1.65 -2.71 1.86
C 1.48 -1.26 -0.79
C 2.02 -1.02 -2.14
I 2.84 1.06 -2.10
H 3.66 -2.04 -1.06
H 0.42 -1.15 -0.69
H 2.89 -1.68 -2.38
H 1.41 -1.24 -2.97

***

Density functional theory data (ωB97M-V/def2-TZVPD) for a molecular structure, C10H32BO12SV2.

Results
Total charge: -1
Frontier orbital gap in eV: 7.302
Energy above the lowest of the compared OMol25 structures with the same formula, charge and spin in kJ/mol: 221.66

Geometry (Å):
O 18.60 -27.47 -14.40
V 17.52 -28.16 -15.33
O 17.49 -29.74 -15.29
O 15.82 -28.53 -19.69
V 15.34 -28.08 -18.18
O 13.78 -28.05 -18.09
S 14.84 -28.03 -14.67
O 15.96 -27.63 -13.79
O 15.43 -28.03 -16.02
O 14.53 -29.42 -14.38
O 13.69 -27.14 -14.53
B 18.14 -27.55 -17.56
H 18.52 -27.14 -18.48
H 17.56 -28.44 -17.73
H 18.94 -27.83 -16.89
H 17.46 -26.83 -17.14
C 15.75 -25.38 -19.72
O 15.24 -25.79 -18.49
H 15.47 -25.98 -20.59
H 15.69 -24.31 -19.92
H 16.80 -25.64 -19.69
H 14.44 -25.29 -18.31
C 21.49 -28.23 -21.23
C 20.35 -28.47 -20.26
C 20.12 -29.94 -19.99
O 20.76 -28.01 -18.99
H 21.51 -27.19 -21.56
H 21.25 -28.83 -22.11
H 22.48 -28.51 -20.86
H 19.40 -28.07 -20.62
H 19.59 -30.03 -19.04
H 20.99 -30.57 -19.80
H 19.46 -30.31 -20.77
H 20.01 -28.03 -18.39
C 20.04 -24.72 -18.18
C 20.34 -23.68 -19.37
C 19.68 -24.08 -20.76
O 19.87 -22.45 -19.10
H 20.11 -25.69 -18.66
H 19.02 -24.63 -17.81
H 20.66 -24.58 -17.30
H 21.41 -23.57 -19.56
H 20.02 -25.07 -21.09
H 19.93 -23.42 -21.60
H 18.61 -24.27 -20.81
H 20.28 -22.19 -18.27
C 17.10 -32.07 -17.66
C 15.91 -31.41 -18.35
C 14.73 -32.31 -18.59
O 15.47 -30.40 -17.52
H 17.60 -32.84 -18.25
H 16.94 -32.40 -16.64
H 17.96 -31.40 -17.66
H 16.32 -30.92 -19.23
H 13.94 -31.69 -19.01
H 14.41 -32.73 -17.64
H 15.03 -33.06 -19.33
H 15.23 -30.86 -16.72

***

Density functional theory data (ωB97M-V/def2-TZVPD) for C6H9N3O2S in the gas phase.

Results
Frontier orbital gap (alpha / beta) in eV: 7.751 / 6.059
Energy above the lowest of the compared OMol25 structures with the same formula, charge and spin in kJ/mol: 434.40

Geometry (Å):
C 1.56 2.09 -0.54
C -0.39 2.98 -1.29
C 0.61 1.08 -0.60
C -0.63 1.62 -1.17
C -0.26 -1.14 -0.04
C -0.75 -2.97 2.16
N 0.94 3.21 -0.94
N 0.68 -0.20 -0.19
N -1.74 0.92 -1.20
O 1.63 -2.43 0.99
O 0.00 -3.69 -0.30
S 0.27 -2.67 0.65
H 2.57 2.12 -0.33
H -0.93 3.83 -1.68
H -1.26 -0.83 -0.06
H -0.59 -3.99 2.36
H -0.34 -2.27 2.90
H -1.85 -2.76 2.07
H 1.26 4.10 -1.25
H 1.74 -0.46 0.05
H -2.53 1.45 -1.61

***

Density functional theory data (ωB97M-V/def2-TZVPD) for 14 unconnected molecules or ions with the total composition H28O14.

Results
Frontier orbital gap in eV: 9.922
Energy above the lowest of the compared OMol25 structures with the same formula, charge and spin in kJ/mol: 86.84

Geometry (Å):
O 1.59 2.42 -1.34
H 0.75 2.35 -0.89
H 1.81 3.35 -1.31
O 2.43 -1.41 -1.74
H 2.29 -0.59 -1.25
H 3.34 -1.65 -1.53
O -2.05 -2.76 -0.99
H -1.40 -2.56 -1.67
H -2.86 -2.92 -1.48
O -1.09 -0.45 2.53
H -0.30 -0.97 2.68
H -1.77 -0.87 3.05
O -0.85 2.55 -0.27
H -1.28 1.82 -0.72
H -1.43 2.75 0.47
O 1.60 0.53 -3.55
H 2.16 -0.25 -3.54
H 1.54 0.80 -2.64
O -2.69 2.36 2.03
H -2.31 1.48 2.07
H -2.70 2.66 2.94
O 1.17 -2.20 2.37
H 0.46 -2.63 1.90
H 1.90 -2.19 1.75
O 0.62 -0.19 0.26
H 0.21 -0.40 -0.58
H -0.11 -0.11 0.87
O 0.23 -2.42 -2.61
H 1.07 -2.08 -2.30
H 0.41 -3.34 -2.83
O -1.15 0.28 -2.00
H -0.62 0.63 -2.72
H -2.04 0.26 -2.34
O 0.55 1.97 3.17
H 0.07 1.22 2.83
H 1.40 1.93 2.74
O -3.46 -0.80 0.85
H -2.66 -1.01 1.32
H -3.26 -1.01 -0.07
O 2.74 1.47 1.73
H 3.23 0.67 1.95
H 2.45 1.32 0.83

***

no.,molecular weight (g mol⁻¹),energy (hartree)
1,111.06,-433.3531
2,129.09,-838.0798
3,309.87,-787.2815
4,489.12,-3614.1551
5,187.22,-946.8244
6,252.21,-1070.1679